This record from the OMol25 dataset describes a molecular structure, C26H53Cu2O25 in a non-equilibrium geometry. The level of theory is ωB97M-V with the def2-TZVPD basis set.

Geometry (Å):
Cu (0.84, -36.88, -9.11)
Cu (2.62, -35.53, -11.75)
C (-0.22, -38.61, -11.57)
C (0.19, -37.32, -12.26)
O (0.52, -36.33, -11.30)
H (-0.91, -38.41, -10.75)
H (0.63, -39.25, -11.34)
H (-0.62, -39.27, -12.35)
H (-0.64, -36.84, -12.79)
H (1.00, -37.56, -12.96)
C (-0.79, -37.43, -5.36)
O (-1.60, -38.50, -5.81)
C (-1.80, -38.64, -7.12)
O (-1.18, -38.10, -8.02)
O (-2.79, -39.52, -7.30)
C (-3.20, -39.77, -8.65)
H (-0.61, -37.51, -4.29)
H (-1.23, -36.47, -5.61)
H (0.21, -37.67, -5.74)
H (-3.82, -40.66, -8.62)
H (-2.33, -40.09, -9.23)
H (-3.75, -38.92, -9.04)
C (-0.90, -33.54, -13.95)
O (-0.90, -32.54, -12.93)
C (-2.05, -32.32, -12.29)
O (-3.11, -32.85, -12.54)
O (-1.79, -31.40, -11.31)
C (-2.75, -30.60, -10.67)
H (-1.81, -33.52, -14.55)
H (-0.75, -34.51, -13.48)
H (-0.14, -33.35, -14.70)
H (-3.41, -30.02, -11.32)
H (-2.23, -29.81, -10.14)
H (-3.36, -31.25, -10.04)
C (1.60, -36.57, -15.85)
O (1.45, -36.40, -17.24)
C (2.36, -35.78, -17.92)
O (3.17, -35.00, -17.42)
O (2.04, -36.00, -19.22)
C (2.80, -35.41, -20.23)
H (1.48, -35.70, -15.19)
H (2.60, -36.98, -15.72)
H (0.86, -37.21, -15.38)
H (2.20, -35.45, -21.13)
H (3.76, -35.88, -20.46)
H (3.04, -34.39, -19.90)
C (-3.25, -35.44, -10.67)
O (-3.79, -36.75, -10.51)
C (-4.66, -37.14, -11.47)
O (-5.12, -36.49, -12.39)
O (-4.98, -38.42, -11.20)
C (-5.84, -39.15, -12.10)
H (-2.46, -35.28, -9.94)
H (-4.03, -34.68, -10.56)
H (-2.82, -35.33, -11.67)
H (-6.86, -38.86, -11.85)
H (-5.69, -40.20, -11.83)
H (-5.53, -39.05, -13.13)
C (-2.91, -44.15, -13.03)
O (-3.02, -42.72, -12.77)
C (-2.80, -41.80, -13.70)
O (-2.39, -42.00, -14.80)
O (-3.10, -40.59, -13.11)
C (-2.96, -39.47, -13.99)
H (-3.85, -44.61, -12.74)
H (-1.97, -44.57, -12.70)
H (-3.00, -44.19, -14.12)
H (-3.11, -38.51, -13.49)
H (-3.72, -39.42, -14.77)
H (-1.91, -39.41, -14.30)
C (-0.88, -40.91, -18.02)
O (-0.65, -39.60, -17.59)
C (-1.73, -38.80, -17.35)
O (-2.88, -39.08, -17.67)
O (-1.33, -37.80, -16.58)
C (-2.33, -36.91, -16.05)
H (0.09, -41.40, -18.13)
H (-1.25, -41.01, -19.05)
H (-1.65, -41.49, -17.52)
H (-2.49, -37.27, -15.04)
H (-3.23, -36.94, -16.67)
H (-1.82, -35.96, -15.97)
C (0.93, -40.92, -13.96)
O (2.17, -41.58, -14.23)
C (3.23, -40.96, -14.74)
O (3.18, -39.84, -15.18)
O (4.29, -41.79, -14.63)
C (5.55, -41.19, -14.92)
H (1.11, -40.49, -12.97)
H (0.17, -41.68, -13.81)
H (0.61, -40.23, -14.74)
H (5.73, -40.24, -14.40)
H (5.55, -40.93, -15.98)
H (6.35, -41.89, -14.72)
C (3.47, -42.12, -8.32)
O (2.62, -40.92, -8.18)
C (2.64, -39.95, -9.11)
O (1.85, -39.02, -9.12)
O (3.59, -40.16, -10.09)
C (3.77, -39.30, -11.23)
H (3.37, -42.58, -9.30)
H (3.03, -42.79, -7.59)
H (4.50, -41.89, -8.07)
H (3.13, -39.38, -12.10)
H (4.75, -39.41, -11.69)
H (3.68, -38.24, -10.94)

The HOMO energy is -12.20 eV. For the HOMO-LUMO gap, the calculation gives 7.28 eV. As for the net charge: +1. The LUMO energy is -4.9 eV.

Atom charges from the Löwdin analysis, given in e for atoms 1 to 99: Cu 0.543; Cu 0.694; C -0.066; C -0.390; O -0.353; H 0.077; H 0.048; H 0.053; H 0.095; H 0.088; C -0.041; O 0.014; C -0.550; O 0.078; O 0.021; C -0.018; H 0.101; H 0.107; H 0.093; H 0.102; H 0.097; H 0.085; C -0.045; O 0.004; C -0.556; O 0.127; O -0.026; C -0.055; H 0.098; H 0.076; H 0.095; H 0.099; H 0.095; H 0.095; C -0.050; O 0.027; C -0.575; O 0.097; O 0.002; C -0.058; H 0.081; H 0.098; H 0.071; H 0.099; H 0.097; H 0.096; C -0.036; O -0.024; C -0.585; O 0.135; O -0.038; C -0.012; H 0.092; H 0.100; H 0.079; H 0.104; H 0.094; H 0.084; C 0.002; O -0.014; C -0.594; O 0.147; O -0.019; C -0.074; H 0.098; H 0.098; H 0.089; H 0.075; H 0.113; H 0.084; C -0.068; O -0.011; C -0.569; O 0.119; O -0.029; C 0.007; H 0.095; H 0.093; H 0.090; H 0.065; H 0.109; H 0.091; C -0.012; O -0.005; C -0.598; O 0.116; O 0.005; C -0.041; H 0.067; H 0.095; H 0.101; H 0.088; H 0.099; H 0.098; C 0.013; O 0.023; C -0.506; O 0.072; O -0.010